ORCA calculation (the ωB97M-V functional and the def2-TZVPD basis) on C10H16O7P2Pd as an isolated structure in a non-equilibrium geometry.

ORCA input file:
```
! RIJCOSX wB97M-V def2-TZVPD def2/J DEFGRID3
* xyz 0 1
Pd -0.68 0.11 0.18
C 3.68 -1.37 0.98
C 2.20 -1.31 1.37
C 1.94 -0.15 2.33
C 1.31 -1.21 0.15
C 0.21 -2.08 -0.03
C -0.62 -1.93 -1.14
C -0.34 -1.06 -2.22
C -1.27 -0.97 -3.38
C 0.73 -0.21 -2.04
C 1.46 -0.23 -0.82
H 4.29 -1.58 1.85
H 4.02 -0.42 0.57
H 3.87 -2.14 0.23
H 1.95 -2.24 1.87
H 2.07 0.82 1.83
H 2.63 -0.19 3.18
H 0.91 -0.17 2.72
H -0.02 -2.80 0.74
H -1.51 -2.55 -1.20
H -2.05 -0.24 -3.14
H -1.73 -1.93 -3.61
H -0.75 -0.61 -4.27
H 0.95 0.56 -2.76
H 2.22 0.53 -0.66
O -1.59 4.10 -0.90
P -1.65 2.54 -0.59
O -0.43 2.14 0.29
O -1.80 1.73 -1.81
O -2.91 2.45 0.42
P -3.23 1.22 1.41
O -2.28 1.48 2.67
O -4.64 1.15 1.77
O -2.55 0.01 0.69
H -1.63 4.63 -0.10
H -2.78 1.91 3.38
*
```

Properties
HOMO ... -9.36 eV
Molar mass ... 416.6 g mol⁻¹
Frontier orbital gap ... 0.286 hartree

***

ORCA calculation (the ωB97M-V functional and the def2-TZVPD basis) on one molecule with the formula C16H25NO3.

ORCA input file:
```
! RIJCOSX wB97M-V def2-TZVPD def2/J DEFGRID3
* xyz 0 1
C 5.59 1.49 4.77
C 4.51 0.74 4.07
C 3.54 1.31 3.35
C 2.46 0.65 2.64
C 1.56 1.43 1.92
C 0.51 0.85 1.22
C 0.34 -0.52 1.21
O -0.64 -1.19 0.55
C -1.58 -0.45 -0.20
C -2.53 -1.44 -0.86
C -3.55 -0.73 -1.74
N -2.89 -0.01 -2.81
C -3.80 0.69 -3.71
C -3.01 1.66 -4.59
C -2.10 0.94 -5.59
O -2.27 2.54 -3.77
C 1.25 -1.33 1.93
O 1.01 -2.67 1.88
C 1.87 -3.53 2.58
C 2.29 -0.74 2.63
H 6.56 1.19 4.40
H 5.56 1.27 5.84
H 5.47 2.56 4.63
H 4.56 -0.34 4.17
H 3.53 2.39 3.28
H 1.66 2.50 1.91
H -0.17 1.49 0.67
H -1.07 0.14 -0.98
H -2.14 0.24 0.45
H -3.05 -2.01 -0.08
H -1.95 -2.15 -1.45
H -4.27 -1.48 -2.13
H -4.11 -0.01 -1.15
H -2.32 -0.66 -3.34
H -4.40 0.01 -4.34
H -4.49 1.26 -3.08
H -3.71 2.30 -5.14
H -2.69 0.27 -6.21
H -1.33 0.37 -5.07
H -1.60 1.67 -6.22
H -1.87 1.99 -3.08
H 2.90 -3.46 2.21
H 1.50 -4.54 2.39
H 1.86 -3.33 3.65
H 2.98 -1.35 3.18
*
```

Properties
HOMO ... -7.56 eV
Relative energy (zero: lowest compared OMol25 entry of this formula, charge and spin) ... 265.14 kJ/mol
Molar mass ... 279.4 g mol⁻¹
Frontier orbital gap ... 0.309 hartree

***

ORCA calculation (the ωB97M-V functional and the def2-TZVPD basis) on C36H37CuNOP2 as an isolated structure in a non-equilibrium geometry.

ORCA input file:
```
! RIJCOSX wB97M-V def2-TZVPD def2/J DEFGRID3
* xyz 0 2
Cu -1.16 2.86 -5.21
C 2.52 -0.87 0.17
C 2.52 -0.40 -1.09
C 2.76 -1.20 -2.33
C 1.45 -1.43 -3.08
C 0.45 -2.21 -2.26
C 0.69 -3.10 -1.28
C 1.96 -3.38 -0.47
C 2.38 -2.31 0.59
C -2.47 3.41 -3.79
H 2.68 -0.17 1.03
H 2.29 0.67 -1.26
H 3.19 -2.16 -2.05
H 3.49 -0.66 -2.95
H 0.98 -0.48 -3.30
H 1.70 -1.88 -4.05
H -0.55 -2.26 -2.72
H -0.15 -3.73 -0.94
H 2.82 -3.63 -1.11
H 1.74 -4.29 0.11
H 1.69 -2.37 1.46
H 3.36 -2.62 0.99
H -1.90 3.84 -2.91
H -3.07 2.54 -3.39
H -3.12 4.15 -4.32
P 1.09 4.38 -7.11
P -1.24 2.91 -8.26
C 1.47 2.94 -8.17
C 0.41 2.42 -8.83
C 2.19 5.61 -7.98
C 3.24 5.25 -8.84
C 3.99 6.23 -9.50
C 3.69 7.59 -9.30
C 2.66 7.95 -8.42
C 1.90 6.97 -7.78
C 2.13 3.93 -5.66
C 1.64 2.91 -4.85
C 2.35 2.46 -3.74
C 3.62 2.97 -3.47
C 4.13 3.99 -4.29
C 3.37 4.49 -5.36
C -1.91 3.11 -10.00
C -1.37 4.13 -10.81
C -1.68 4.23 -12.17
C -2.57 3.30 -12.74
C -3.16 2.31 -11.94
C -2.85 2.24 -10.57
C -1.88 1.24 -7.83
C -3.12 1.18 -7.18
C -3.70 -0.05 -6.87
C -3.03 -1.23 -7.19
C -1.77 -1.18 -7.80
C -1.18 0.05 -8.10
H 2.49 2.57 -8.22
H 0.49 1.75 -9.69
H 3.48 4.20 -9.02
H 4.80 5.94 -10.17
H 4.27 8.35 -9.81
H 2.44 9.01 -8.24
H 1.08 7.25 -7.12
H 0.67 2.45 -5.13
H 1.94 1.70 -3.07
H 4.18 2.56 -2.63
H 5.12 4.40 -4.09
H 3.76 5.30 -5.98
H -0.68 4.86 -10.37
H -1.24 5.01 -12.79
H -2.80 3.35 -13.81
H -3.87 1.60 -12.38
H -3.33 1.47 -9.96
H -3.62 2.11 -6.89
H -4.68 -0.08 -6.37
H -3.49 -2.20 -6.96
H -1.23 -2.10 -8.04
H -0.18 0.08 -8.53
O -0.23 1.53 -1.25
C -0.43 1.79 -2.40
N -0.60 2.04 -3.55
*
```

Properties
HOMO (alpha / beta) ... -7.81 / -8.19 eV
Expectation value of S² ... 0.757
Relative energy (zero: lowest compared OMol25 entry of this formula, charge and spin) ... 118.60 kJ/mol
Molar mass ... 625.2 g mol⁻¹
Frontier orbital gap (alpha / beta) ... 0.282 / 0.273 hartree